Below is 17 unconnected molecules or ions with the total composition H35O17, with properties calculated with wB97M-V/def2-TZVPD.

Geometry as XYZ:
```
52
Properties=species:S:1:pos:R:3:lowdin_charge:R:1
O -4.4331 -1.1751 -1.2169 0.0238
H -3.9970 -1.3195 -0.3441 0.0653
H -5.2901 -1.2536 -1.2303 -0.0430
O 1.6022 -1.5418 1.5584 -0.0337
H 0.7771 -1.5448 1.0730 0.0156
H 1.5232 -0.7418 2.0840 0.0206
O 1.8900 -3.7553 -1.5262 0.0198
H 2.5462 -3.7019 -2.0800 -0.0678
H 1.3874 -4.5651 -1.6611 0.0556
O -1.0148 -0.9165 -2.3154 0.1566
H -0.2032 -0.4253 -2.7986 0.1467
H -3.0939 1.3838 -2.4920 0.1144
O 0.8680 0.5787 -3.5888 0.0635
H -1.8124 -0.6153 -2.7280 0.0381
O -0.4868 -1.6916 4.3874 -0.0739
H -1.0058 -2.0921 5.1239 0.0852
H 0.1279 -2.3610 3.9758 0.0797
O -0.5424 2.4574 1.7147 -0.0906
H -1.0038 2.0673 2.4947 0.0573
H 0.4117 2.2693 1.9714 0.0516
O -3.0936 0.4173 -2.9133 -0.0707
H 1.3785 1.2947 -3.1846 0.0867
H -3.9529 0.0801 -3.0163 0.0221
O 2.0366 -4.3933 1.7628 -0.0144
H -2.3740 -0.5170 2.0222 -0.0994
H 1.1775 -4.0307 1.8816 0.0004
O 2.5442 1.3233 3.6188 -0.0690
H 1.9738 1.3326 4.3840 0.0317
H 3.5081 1.2099 3.8290 0.0767
O 1.0954 4.9043 0.3147 -0.1061
H 1.1451 3.9347 0.1895 0.0031
H 0.8706 4.6804 1.3088 0.0858
O 3.5877 0.7540 -0.6276 -0.0306
H 4.4073 0.9696 -0.3354 -0.0192
H 3.1550 0.1792 0.0719 0.0635
O -3.8184 -0.3889 2.3022 -0.0533
H -4.0262 0.2265 1.4923 0.1521
H -4.0788 -1.3012 2.4830 0.0912
O -0.3686 0.7643 -0.6205 -0.0916
H 0.5813 0.9767 -0.3187 0.1263
H -1.2040 -1.0342 2.8773 0.0446
O -1.8158 2.6568 -2.0482 -0.0546
H -1.6000 3.5956 -1.8539 0.0904
H -1.4610 2.1241 -1.3369 -0.0085
O -1.4283 -0.6259 1.9560 -0.1188
H -1.2446 -0.1666 -1.6198 0.1194
H -0.5260 -0.0215 -0.0147 0.0671
O 3.4421 0.8500 -3.1673 -0.0456
H 3.5172 -0.0303 -3.6055 0.0816
H 4.3086 1.0515 -3.0026 -0.0066
H 0.8090 0.5172 -4.4302 -0.0292
H 2.7528 -3.9140 2.0634 -0.0097
```

Summary:
Energy relative to the best compared isomer or geometry (same formula, charge and spin), kcal/mol: 151.8
LUMO, eV: -2.8
Spin multiplicity: 1
Energy, hartree: -1299.66697
Highest occupied orbital energy, eV: -13.1
Strongest force on any atom, eV/Å: 9.9
Charge: +1